{
  "formula": "C6H16N2O",
  "method": "ωB97M-V/def2-TZVPD",
  "symbols": ["C", "C", "C", "C", "C", "C", "N", "N", "O", "H", "H", "H", "H", "H", "H", "H", "H", "H", "H", "H", "H", "H", "H", "H", "H"],
  "xyz": [[-0.30841, 0.36678, -0.45869], [1.09823, -0.08296, 0.75037], [-1.38762, 1.35086, -0.03031], [1.83517, 1.26514, 0.72015], [2.07351, -1.15369, 0.24959], [-2.56659, -1.43919, -1.46057], [-0.44499, -0.88713, -0.10507], [0.76362, -0.33817, 2.13248], [0.29042, 0.68971, -1.70032], [0.14797, 1.62398, -1.89802], [-1.47051, -1.47839, -1.03428], [0.31231, -1.23675, 2.24969], [0.16916, 0.38881, 2.51119], [-0.96955, 2.35071, 0.09985], [-2.18204, 1.34718, -0.77844], [-1.82399, 1.04359, 0.91577], [2.19483, 1.49124, -0.28057], [2.70093, 1.20813, 1.37943], [1.21748, 2.08149, 1.09507], [2.99612, -1.10174, 0.82782], [2.26717, -1.00945, -0.81142], [1.67038, -2.15284, 0.40331], [-2.55403, -0.78332, -2.32531], [-3.25250, -1.07817, -0.70552], [-2.77708, -2.46578, -1.74622]],
  "mulliken_charge": [1.009, 0.955, -1.615, -1.659, -1.477, -1.085, -0.663, -0.629, -0.485, 0.358, 0.388, 0.330, 0.262, 0.478, 0.381, 0.335, 0.364, 0.434, 0.370, 0.427, 0.289, 0.384, 0.264, 0.211, 0.372],
  "e_above_lowest_kj_mol": 462.29,
  "max_force_ev_per_a": 2.587,
  "e_tot_ev": -11505.26359,
  "charge": 0,
  "spin_multiplicity": 1
}

{
  "formula": "C29H29N3SiZn",
  "method": "ωB97M-V/def2-TZVPD",
  "symbols": ["C", "C", "C", "H", "C", "C", "H", "H", "H", "H", "Zn", "C", "H", "H", "H", "Si", "C", "C", "H", "C", "H", "C", "H", "C", "H", "C", "H", "C", "C", "H", "C", "H", "C", "H", "C", "H", "C", "H", "H", "H", "C", "C", "C", "C", "C", "C", "N", "N", "C", "C", "C", "C", "C", "N", "H", "H", "H", "H", "H", "H", "H", "H", "H"],
  "xyz": [[3.66359, 2.49499, 1.10665], [3.35063, 1.11799, 1.24345], [2.80673, 0.65535, 0.01205], [3.48140, 0.53507, 2.14746], [2.80977, 1.75036, -0.91050], [3.33767, 2.88423, -0.22991], [3.49332, 3.87172, -0.66035], [4.09212, 3.13981, 1.87548], [2.45341, -0.35207, -0.20113], [2.45914, 1.71543, -1.94642], [-0.72872, 0.81199, -0.12462], [-0.71358, 0.84302, -2.12423], [-0.29782, 1.84682, -2.28916], [-1.63125, 0.78712, -2.72005], [0.02798, 0.14330, -2.53330], [-1.45607, -1.82040, -1.08998], [-2.10538, -3.02604, 0.16606], [-1.08864, -3.67362, 0.88593], [-0.03830, -3.44741, 0.68274], [-1.40342, -4.59844, 1.88203], [-0.59318, -5.05363, 2.46127], [-2.74524, -4.92034, 2.13376], [-2.98677, -5.64308, 2.92268], [-3.76288, -4.30783, 1.38315], [-4.80370, -4.57652, 1.58090], [-3.45088, -3.34998, 0.40837], [-4.24094, -2.85506, -0.15711], [-1.02374, -2.84508, -2.59779], [-1.03115, -4.25686, -2.57567], [-1.56336, -4.79289, -1.77931], [-0.32881, -4.97390, -3.55189], [-0.29798, -6.06206, -3.48940], [0.34710, -4.29986, -4.57677], [0.94265, -4.85414, -5.30122], [0.23583, -2.90934, -4.67032], [0.72814, -2.35208, -5.46335], [-0.52536, -2.19470, -3.74153], [-0.69878, -1.12748, -3.89345], [-0.16563, -1.28559, -0.55397], [-2.38177, -0.67260, -1.44841], [0.88411, 6.73559, -0.26466], [0.81168, 5.74719, -1.26083], [0.39743, 4.45291, -0.93971], [0.06659, 4.14361, 0.40125], [0.16535, 5.13142, 1.39889], [0.55714, 6.42336, 1.06521], [-0.27852, 2.84949, 0.80692], [-0.31860, 2.76851, 2.12279], [-0.26661, 1.50148, 2.64153], [-0.20825, 1.31056, 4.04454], [-0.01086, 0.02255, 4.53877], [0.23764, -1.01926, 3.62691], [0.20451, -0.74535, 2.26087], [-0.22379, 0.43739, 1.77442], [1.22365, 7.74235, -0.52136], [1.08250, 5.98843, -2.29274], [0.35547, 3.66039, -1.69023], [-0.06998, 4.83049, 2.42077], [0.59638, 7.16560, 1.85867], [-0.30819, 2.21388, 4.64940], [-0.01714, -0.16297, 5.61697], [0.44417, -2.04393, 3.95426], [0.50920, -1.49988, 1.52526]],
  "mulliken_charge": [-0.621, -0.754, -0.288, 0.453, -0.698, -0.585, 0.482, 0.417, 0.549, 0.459, -0.159, -1.150, 0.301, 0.506, 0.241, 1.091, 0.481, -0.205, 0.482, -0.827, 0.401, -0.452, 0.368, -0.508, 0.372, -0.566, 0.388, 0.567, -0.447, 0.326, -0.509, 0.374, -0.462, 0.364, -0.546, 0.381, -0.610, 0.497, -0.304, -0.279, -0.371, -0.752, 0.011, 0.102, -0.114, -0.664, 0.109, -0.071, 0.281, -0.519, -0.364, -0.694, -0.076, 0.341, 0.377, 0.374, 0.113, 0.443, 0.368, 0.481, 0.389, 0.441, 0.262],
  "e_above_lowest_kj_mol": 140.27,
  "max_force_ev_per_a": 2.627,
  "e_tot_ev": -91304.29715,
  "charge": 0,
  "spin_multiplicity": 1
}

{
  "formula": "C4H6N2",
  "method": "ωB97M-V/def2-TZVPD",
  "symbols": ["N", "C", "C", "C", "N", "C", "H", "H", "H", "H", "H", "H"],
  "xyz": [[0.46526, 1.57440, 1.16881], [0.34487, 0.50939, 0.34456], [1.06821, 0.01078, -0.69360], [0.11429, -0.77760, -1.39948], [-1.00322, -0.97147, -0.71876], [-0.92427, -0.07426, 0.29899], [1.30337, 1.48529, 1.58573], [-0.17606, 1.62949, 1.96976], [2.00690, 0.14410, -1.02138], [0.31771, -1.76609, -2.17049], [-1.91567, -1.64147, -0.53025], [-1.60140, -0.12256, 1.16611]],
  "mulliken_charge": [-0.535, 0.604, -0.722, -0.480, -0.063, -0.663, 0.261, 0.249, 0.493, 0.215, 0.375, 0.268],
  "e_above_lowest_kj_mol": 289.70,
  "max_force_ev_per_a": 7.620,
  "smiles": "Nc1cc[nH]c1",
  "e_tot_ev": -7222.58843,
  "charge": 0,
  "spin_multiplicity": 1
}